1.
{"formula": "C49H39Cl2N5O4S2Zr", "method": "ωB97M-V/def2-TZVPD", "relative_energy_kcal_mol": 22.3, "total_charge": 0, "orbital_gap_ev": 7.41, "e_tot_ha": -4229.36903, "species": ["Zr", "C", "C", "N", "N", "C", "S", "S", "C", "C", "C", "C", "C", "C", "C", "C", "C", "C", "C", "C", "C", "O", "H", "H", "H", "H", "H", "H", "H", "H", "H", "H", "H", "H", "H", "H", "Cl", "C", "C", "C", "Cl", "C", "O", "C", "C", "O", "C", "H", "H", "H", "C", "C", "C", "C", "C", "C", "C", "C", "C", "C", "C", "C", "C", "C", "C", "N", "H", "H", "H", "H", "H", "H", "H", "H", "H", "H", "C", "N", "N", "C", "O", "C", "C", "C", "C", "C", "C", "C", "C", "C", "H", "H", "H", "H", "H", "H", "H", "H", "H", "H", "H", "H"], "positions_angstrom": [[0.069, -0.480, -0.494], [3.210, 1.312, 2.439], [2.131, 0.491, 1.795], [1.772, 0.693, 0.575], [2.500, 1.665, -0.123], [2.825, 1.244, -1.298], [2.433, -0.269, -2.025], [3.842, 2.369, -2.245], [5.231, 2.539, -1.074], [6.142, 1.346, -1.079], [5.859, 0.241, -0.284], [6.674, -0.880, -0.313], [7.790, -0.907, -1.137], [8.080, 0.191, -1.935], [7.259, 1.307, -1.907], [1.571, -0.659, 2.526], [1.478, -0.678, 3.925], [1.141, -1.828, 4.605], [0.951, -3.012, 3.885], [1.040, -3.024, 2.513], [1.294, -1.840, 1.802], [1.279, -1.835, 0.485], [4.184, 0.876, 2.204], [3.210, 2.328, 2.049], [3.109, 1.312, 3.522], [5.761, 3.440, -1.384], [4.798, 2.714, -0.090], [4.972, 0.247, 0.340], [6.430, -1.738, 0.300], [8.429, -1.780, -1.160], [8.946, 0.176, -2.585], [7.481, 2.158, -2.541], [1.668, 0.231, 4.481], [1.056, -1.821, 5.683], [0.712, -3.929, 4.409], [0.865, -3.927, 1.945], [-4.892, 2.744, -5.483], [-3.944, 1.862, -4.317], [-4.435, 0.639, -3.829], [-3.720, -0.075, -2.909], [-4.311, -1.600, -2.336], [-2.468, 0.388, -2.404], [-1.831, -0.276, -1.525], [-1.994, 1.605, -2.949], [-0.706, 2.088, -2.541], [0.058, 1.514, -1.766], [-2.737, 2.336, -3.894], [-5.381, 0.259, -4.189], [-0.375, 3.048, -2.969], [-2.344, 3.267, -4.282], [-2.599, -2.624, 2.636], [-2.724, -3.885, 2.072], [-2.149, -4.135, 0.836], [-1.470, -3.123, 0.153], [-1.347, -1.832, 0.696], [-1.913, -1.628, 1.953], [-0.836, -3.401, -1.160], [-0.781, -4.720, -1.692], [-0.235, -4.943, -2.912], [0.182, -3.848, -3.703], [0.639, -3.999, -5.031], [0.921, -2.901, -5.792], [0.736, -1.612, -5.252], [0.324, -1.445, -3.960], [0.072, -2.565, -3.140], [-0.340, -2.377, -1.840], [-3.024, -2.421, 3.612], [-3.258, -4.671, 2.590], [-2.261, -5.123, 0.412], [-1.807, -0.661, 2.439], [-1.151, -5.547, -1.110], [-0.154, -5.949, -3.307], [0.738, -4.998, -5.436], [1.268, -3.014, -6.810], [0.927, -0.741, -5.865], [0.179, -0.451, -3.561], [-3.263, 2.685, 4.399], [-2.302, 2.882, 3.320], [-2.409, 2.047, 2.214], [-1.147, 1.804, 1.714], [-0.980, 1.157, 0.665], [-0.235, 2.494, 2.569], [-0.975, 3.083, 3.548], [-0.524, 3.819, 4.760], [-3.605, 2.097, 1.429], [-4.366, 3.262, 1.440], [-5.524, 3.330, 0.683], [-5.912, 2.247, -0.093], [-5.134, 1.100, -0.110], [-3.976, 1.012, 0.650], [-4.220, 2.407, 3.967], [-3.386, 3.621, 4.941], [-2.936, 1.898, 5.083], [0.825, 2.566, 2.420], [0.535, 4.049, 4.675], [-0.670, 3.216, 5.658], [-1.077, 4.750, 4.885], [-4.042, 4.113, 2.022], [-6.114, 4.236, 0.693], [-6.815, 2.300, -0.686], [-5.425, 0.252, -0.713], [-3.373, 0.116, 0.625]], "atomic_forces_ev_per_a": [[-0.1585, 1.1373, -0.4625], [0.0105, -0.0165, 0.0114], [-0.0903, -0.1105, 0.0126], [0.1925, 0.2128, 0.2003], [-0.0513, -0.2047, 0.0264], [0.1058, -0.0297, -0.0600], [-0.2594, 0.1302, 0.0645], [0.0132, -0.1504, -0.0373], [-0.0388, 0.1258, 0.0525], [-0.0100, -0.0018, -0.0119], [-0.0447, -0.0398, 0.0011], [-0.0091, 0.0064, -0.0087], [0.0035, 0.0299, -0.0109], [-0.0139, -0.0317, 0.0181], [0.0019, 0.0190, 0.0061], [0.0972, 0.1256, 0.0187], [-0.0105, -0.0043, -0.0230], [0.0280, -0.0297, -0.0274], [-0.0267, 0.0433, 0.0096], [0.0161, -0.0260, 0.0397], [0.1071, 0.0148, -0.1331], [0.1132, -0.4307, 0.3220], [-0.0212, 0.0218, 0.0448], [-0.0080, 0.0173, -0.0075], [0.0069, 0.0048, 0.0024], [0.0112, -0.0114, -0.0020], [0.0365, 0.0326, -0.0170], [0.0492, -0.0161, -0.0388], [-0.0009, -0.0111, 0.0146], [0.0076, -0.0171, -0.0053], [0.0166, 0.0019, -0.0084], [0.0088, 0.0170, -0.0040], [-0.0076, 0.0017, 0.0275], [-0.0085, 0.0014, 0.0059], [0.0047, -0.0067, 0.0164], [-0.0035, -0.0045, -0.0140], [0.0241, -0.0233, 0.0387], [-0.0373, -0.0180, -0.0019], [-0.0036, 0.0355, -0.0342], [-0.0168, -0.0331, -0.0711], [0.0450, 0.0330, 0.0021], [0.0617, -0.0497, 0.0630], [-0.2610, -0.1017, -0.2117], [0.0671, 0.1337, -0.0305], [-0.0020, -0.0670, 0.1238], [0.0829, 0.1075, -0.0443], [0.0023, -0.0118, 0.0070], [-0.0104, -0.0102, -0.0029], [-0.0300, -0.0302, 0.0084], [0.0116, 0.0127, -0.0012], [0.0095, -0.0018, -0.0081], [0.0237, 0.0194, -0.0230], [-0.1057, 0.0687, 0.0113], [0.1392, -0.1655, 0.0048], [0.0223, -0.1243, 0.0070], [-0.0590, 0.1058, -0.0195], [-0.1208, 0.0135, 0.0125], [-0.0262, -0.0055, 0.0371], [0.0030, 0.0246, -0.0202], [-0.0065, -0.0991, -0.0473], [-0.0274, 0.0308, 0.0196], [0.0028, 0.0400, 0.0495], [0.0111, -0.0536, -0.0288], [-0.0270, 0.0643, 0.0072], [-0.0893, 0.1465, 0.0638], [0.2052, -0.4679, 0.0104], [-0.0046, 0.0006, 0.0019], [-0.0041, -0.0053, 0.0027], [0.0018, -0.0146, 0.0045], [-0.0083, -0.0134, 0.0029], [0.0267, -0.0063, 0.0191], [0.0064, 0.0043, -0.0083], [0.0061, -0.0174, -0.0058], [-0.0046, 0.0013, -0.0174], [0.0031, 0.0146, -0.0148], [0.0069, -0.0471, -0.0265], [0.0148, -0.0295, 0.0036], [-0.0727, 0.0238, -0.0849], [-0.0828, -0.0520, 0.1188], [-0.0083, 0.0909, -0.1738], [0.0589, -0.3301, 0.0932], [-0.0887, -0.0617, 0.0651], [0.0670, 0.0476, 0.0067], [0.0113, 0.0115, -0.0266], [0.0657, 0.0960, 0.0122], [-0.0117, 0.0261, -0.0198], [0.0059, -0.0135, -0.0193], [0.0376, 0.0071, 0.0244], [-0.0206, -0.0110, -0.0016], [-0.0264, -0.0423, 0.0436], [0.0027, 0.0338, -0.0022], [0.0191, -0.0167, 0.0127], [-0.0136, -0.0169, -0.0142], [0.0507, -0.0075, 0.0137], [0.0066, -0.0014, 0.0039], [-0.0105, -0.0192, 0.0041], [0.0013, 0.0105, -0.0025], [0.0063, 0.0045, 0.0148], [-0.0119, 0.0081, -0.0001], [-0.0173, 0.0026, -0.0186], [-0.0205, 0.0025, 0.0196], [0.0517, -0.0543, 0.0246]]}

=====

2.
{"formula": "C49H39CsN8O2P2S3Se2", "method": "ωB97M-V/def2-TZVPD", "relative_energy_kcal_mol": 27.1, "total_charge": -2, "orbital_gap_ev": 5.90, "e_tot_ha": -9179.56735, "species": ["Cs", "C", "S", "C", "S", "N", "N", "C", "C", "C", "C", "C", "C", "N", "H", "H", "H", "H", "H", "H", "H", "H", "O", "S", "O", "N", "C", "C", "C", "C", "C", "C", "C", "C", "N", "C", "C", "C", "C", "C", "C", "C", "H", "H", "H", "H", "H", "H", "H", "H", "H", "H", "H", "Se", "P", "C", "C", "C", "C", "C", "C", "C", "C", "C", "C", "C", "C", "C", "C", "N", "N", "N", "P", "Se", "C", "C", "C", "C", "C", "C", "C", "C", "C", "C", "C", "C", "H", "H", "H", "H", "H", "H", "H", "H", "H", "H", "H", "H", "H", "H", "H", "H", "H", "H", "H", "H"], "positions_angstrom": [[-0.213, 1.681, 1.855], [-6.403, 0.485, 3.074], [-6.393, 2.240, 2.669], [-4.736, 2.471, 1.947], [-3.899, 1.241, 1.156], [-4.427, 3.730, 2.049], [-3.171, 4.140, 2.021], [-2.907, 5.316, 1.587], [-1.594, 5.915, 1.845], [-1.397, 7.278, 1.586], [-0.208, 7.876, 1.952], [0.780, 7.109, 2.554], [0.520, 5.757, 2.730], [-0.622, 5.171, 2.391], [-7.393, 0.078, 2.863], [-6.155, 0.333, 4.123], [-5.661, 0.002, 2.434], [-3.672, 5.930, 1.111], [-2.189, 7.849, 1.115], [-0.052, 8.935, 1.778], [1.720, 7.539, 2.872], [1.270, 5.104, 3.168], [2.135, 0.814, 1.479], [2.564, 0.256, 2.754], [3.979, 0.380, 3.047], [1.611, 0.872, 3.835], [1.846, 0.785, 5.184], [2.744, -0.066, 5.815], [2.870, -0.101, 7.216], [2.121, 0.701, 8.030], [1.216, 1.615, 7.437], [0.434, 2.513, 8.202], [-0.386, 3.406, 7.582], [-0.433, 3.407, 6.170], [0.250, 2.578, 5.429], [1.075, 1.673, 6.030], [2.274, -1.493, 2.648], [3.115, -2.237, 1.826], [2.905, -3.598, 1.689], [1.860, -4.210, 2.373], [1.024, -3.460, 3.188], [1.228, -2.093, 3.327], [3.371, -0.704, 5.208], [3.584, -0.789, 7.656], [2.217, 0.662, 9.109], [0.509, 2.478, 9.284], [-0.994, 4.101, 8.147], [-1.059, 4.119, 5.639], [3.917, -1.743, 1.293], [3.539, -4.172, 1.025], [1.691, -5.275, 2.255], [0.202, -3.935, 3.710], [0.582, -1.492, 3.954], [3.721, -2.415, -2.387], [1.617, -2.597, -2.544], [1.016, -2.344, -4.252], [1.887, -2.015, -5.280], [1.418, -1.933, -6.586], [0.080, -2.173, -6.865], [-0.792, -2.519, -5.839], [-0.319, -2.619, -4.541], [1.126, -4.359, -2.298], [0.479, -4.870, -1.177], [0.203, -6.232, -1.093], [0.569, -7.093, -2.114], [1.232, -6.590, -3.229], [1.512, -5.238, -3.315], [0.638, -1.578, -1.450], [-0.043, -0.353, -1.469], [-0.568, -0.195, -0.246], [-0.221, -1.228, 0.496], [0.519, -2.073, -0.199], [-0.538, 0.818, -2.718], [-0.937, 2.817, -2.177], [-2.009, 0.081, -3.503], [-2.668, 0.775, -4.517], [-3.791, 0.233, -5.121], [-4.294, -0.989, -4.688], [-3.686, -1.647, -3.629], [-2.547, -1.113, -3.038], [0.846, 0.803, -3.899], [2.134, 0.791, -3.365], [3.232, 1.002, -4.186], [3.052, 1.246, -5.540], [1.769, 1.262, -6.076], [0.670, 1.039, -5.260], [2.931, -1.839, -5.045], [2.102, -1.670, -7.385], [-0.286, -2.089, -7.882], [-1.837, -2.718, -6.046], [-0.987, -2.929, -3.748], [0.211, -4.200, -0.370], [-0.300, -6.616, -0.213], [0.350, -8.151, -2.043], [1.533, -7.253, -4.031], [2.047, -4.855, -4.176], [-2.317, 1.760, -4.799], [-4.293, 0.777, -5.912], [-5.173, -1.412, -5.159], [-4.105, -2.570, -3.248], [-2.087, -1.618, -2.197], [2.279, 0.629, -2.304], [4.227, 0.975, -3.760], [3.909, 1.416, -6.180], [1.624, 1.447, -7.133], [-0.325, 1.052, -5.685]], "atomic_forces_ev_per_a": [[-2.6255, 1.7445, 0.1933], [-0.0364, 0.0419, -0.1747], [0.0544, 0.0781, -0.0398], [0.1806, -0.3189, -0.3227], [0.0195, 0.0023, 0.3146], [-0.7846, 0.5878, 0.3577], [0.6511, -0.4064, -0.1132], [-0.0333, -0.0325, 0.0279], [0.0316, -0.0084, 0.0125], [-0.0262, 0.0130, -0.0450], [0.0111, 0.0336, -0.0121], [-0.0442, 0.0231, -0.0238], [-0.0650, -0.0599, -0.0577], [0.0582, -0.0734, 0.0528], [0.0080, -0.0032, 0.0196], [0.0342, -0.0406, -0.0020], [-0.0189, -0.0235, 0.0224], [-0.0312, 0.0721, 0.0587], [0.0017, 0.0002, 0.0306], [-0.0007, -0.0013, -0.0180], [0.0143, -0.0240, -0.0202], [-0.0168, -0.0004, 0.0115], [1.5521, -0.8279, -0.0962], [0.6790, 0.3116, 0.1567], [0.0615, -0.0147, -0.0019], [0.4089, -0.3117, 0.5855], [0.0293, 0.0209, -0.2373], [-0.0223, -0.0091, 0.0693], [-0.0059, -0.0242, -0.0764], [-0.0243, 0.0411, -0.0172], [-0.0311, 0.0125, 0.0130], [0.0554, -0.0526, 0.0396], [-0.0510, 0.0439, -0.0116], [-0.0053, -0.0438, -0.0250], [0.1693, -0.1995, -0.0345], [-0.0849, 0.1450, -0.1002], [-0.0155, -0.1247, -0.0722], [-0.0421, -0.0279, 0.0791], [-0.0227, 0.0255, 0.0110], [-0.0070, 0.0073, -0.0133], [0.0297, -0.0022, -0.0053], [0.0474, -0.0582, -0.0186], [0.0046, -0.0227, 0.0366], [-0.0026, -0.0192, -0.0276], [-0.0078, 0.0207, -0.0021], [-0.0019, 0.0029, -0.0008], [0.0101, 0.0125, -0.0144], [-0.0343, -0.0268, 0.0174], [-0.0240, 0.0080, -0.0178], [-0.0128, -0.0073, -0.0033], [-0.0050, 0.0105, 0.0033], [0.0032, 0.0017, -0.0062], [-0.0199, 0.0148, -0.0364], [0.0141, 0.0064, 0.0148], [0.1069, -0.1787, -0.0578], [0.0252, -0.1460, -0.0092], [0.0085, -0.1159, -0.0742], [0.0039, -0.0513, 0.0696], [0.0130, 0.0102, 0.0652], [0.0392, 0.0168, -0.0261], [0.0373, -0.0408, -0.0208], [0.0489, 0.0381, -0.0174], [-0.0377, 0.0493, 0.0331], [0.0076, 0.0421, -0.0012], [0.0291, 0.0157, -0.0271], [-0.0079, 0.0213, 0.0166], [-0.0077, 0.0509, 0.0400], [0.0794, -0.4012, 0.0517], [-0.1763, -0.1234, -0.0668], [-0.1559, -0.3129, -0.3041], [0.1326, -0.0197, -0.1435], [-0.2134, 0.2025, 0.0015], [0.1050, 0.1783, -0.1642], [0.0691, -0.0818, 0.1619], [-0.0464, 0.0136, 0.0089], [0.0129, -0.0409, -0.0228], [0.0219, -0.0196, 0.0018], [0.0279, 0.0048, 0.0206], [0.0192, 0.0392, 0.0142], [-0.1154, 0.0407, 0.0320], [0.0037, 0.1614, -0.0160], [-0.0155, 0.0568, -0.0269], [-0.0262, 0.0172, -0.0332], [-0.0303, -0.0299, 0.0212], [-0.0436, 0.0199, 0.0465], [0.0132, 0.0391, 0.0139], [-0.0368, 0.0322, 0.0027], [-0.0063, 0.0144, 0.0159], [0.0024, -0.0220, 0.0005], [-0.0025, 0.0341, 0.0113], [0.0422, -0.0074, -0.0331], [0.0109, -0.0205, -0.0301], [0.0008, 0.0158, -0.0075], [-0.0012, 0.0083, 0.0010], [0.0049, 0.0036, 0.0053], [-0.0128, 0.0048, -0.0238], [0.0076, -0.0078, -0.0069], [0.0126, -0.0076, -0.0051], [-0.0170, 0.0200, 0.0267], [0.0152, 0.0032, -0.0100], [-0.0025, 0.0095, -0.0029], [0.0284, -0.0103, -0.0158], [-0.0212, -0.0246, 0.0062], [-0.0010, 0.0119, 0.0043], [0.0002, -0.0184, -0.0003], [0.0221, -0.0117, -0.0066]]}

=====

For the records above, the corresponding E_HOMO values read -0.2743 -0.0819 Eh.